Entry 1:
The following is a DFT calculation (ωB97M-V/def2-TZVPD) of a 5-piece molecular cluster, C29H55FIN6 overall in a non-equilibrium geometry.

Atoms and positions in Å:
C (3.85424, 0.08833, 0.37368)
C (3.11486, -0.18049, -1.06480)
C (1.48096, -0.10957, -0.89723)
N (0.80378, 0.77737, -1.93698)
C (0.08232, 1.94937, -1.30888)
C (0.80978, 3.31263, -1.93920)
C (2.13214, 3.57479, -1.00641)
C (2.19394, 5.04970, -0.28780)
C (1.20401, 5.18633, 1.01945)
F (3.59506, 5.34640, 0.09295)
C (-0.38272, 4.43350, -2.02591)
C (-1.64539, 3.67471, -1.23410)
N (-1.36560, 2.22709, -1.65103)
C (-2.42442, 1.17394, -1.40959)
C (-2.99614, 1.10526, 0.12718)
C (-1.93932, 0.51765, 1.23451)
I (-4.67103, -0.36801, 0.06746)
H (3.13338, 0.35950, 1.25699)
H (4.62576, 0.98615, 0.27975)
H (4.42584, -0.91661, 0.65216)
H (3.38125, -1.26022, -1.44494)
H (3.50799, 0.59432, -1.85722)
H (1.05127, -1.20233, -1.07748)
H (1.22969, 0.17154, 0.21161)
H (1.53206, 1.09774, -2.63386)
H (0.16779, 2.14464, -0.15347)
H (1.14180, 3.20047, -3.07436)
H (2.25528, 2.77605, -0.13202)
H (3.07265, 3.49066, -1.73612)
H (1.88320, 5.83820, -1.12050)
H (0.25738, 4.48069, 0.97468)
H (1.83311, 4.89797, 1.98851)
H (0.79763, 6.28356, 1.15448)
H (-0.21538, 5.51589, -1.61447)
H (-0.79589, 4.51046, -3.12968)
H (-1.53971, 3.67355, -0.06366)
H (-2.66727, 4.13145, -1.59046)
H (-1.31866, 2.34251, -2.70803)
H (-2.10081, 0.09826, -1.80428)
H (-3.35262, 1.47680, -2.09615)
H (-3.34990, 2.17869, 0.44255)
H (-0.82145, 0.48297, 0.88883)
H (-2.19839, -0.57266, 1.62498)
H (-1.97325, 1.22278, 2.19546)
C (-3.39671, -3.00418, 5.21285)
C (-2.53470, -4.10808, 4.61214)
C (-1.05744, -3.73258, 4.51920)
C (-0.82689, -2.60178, 3.61191)
N (-0.65039, -1.70113, 2.90032)
H (-3.37902, -2.10091, 4.59557)
H (-4.43764, -3.33542, 5.28616)
H (-3.05180, -2.74149, 6.21794)
H (-2.92330, -4.36755, 3.61953)
H (-2.63179, -5.00448, 5.23684)
H (-0.49302, -4.60084, 4.15771)
H (-0.66959, -3.49401, 5.51678)
C (-0.62138, 2.73674, -6.63038)
C (0.45374, 2.30203, -7.61914)
C (1.19747, 1.04211, -7.18166)
C (1.95277, 1.24505, -5.93934)
N (2.54134, 1.40763, -4.95150)
H (-0.19134, 2.99294, -5.65741)
H (-1.14380, 3.62265, -7.00571)
H (-1.36068, 1.94324, -6.48220)
H (1.16081, 3.12770, -7.76728)
H (-0.02178, 2.11162, -8.58910)
H (1.89217, 0.74625, -7.97727)
H (0.48838, 0.21529, -7.05490)
C (6.11982, -2.70598, -5.18881)
C (4.75124, -2.51052, -5.83013)
C (3.71276, -1.94036, -4.86659)
C (3.42872, -2.85203, -3.75159)
N (3.21400, -3.57252, -2.86645)
H (6.07838, -3.42789, -4.36760)
H (6.83273, -3.08522, -5.92811)
H (6.50706, -1.76013, -4.79692)
H (4.40506, -3.46858, -6.23746)
H (4.85922, -1.82374, -6.67859)
H (2.78374, -1.75095, -5.41810)
H (4.05498, -0.97353, -4.47849)
C (-5.28640, -3.26476, 8.57886)
C (-5.24257, -4.47761, 9.50059)
C (-4.11382, -4.41101, 10.52696)
C (-2.78779, -4.42561, 9.89731)
N (-1.74106, -4.42820, 9.39431)
H (-4.37349, -3.18204, 7.98136)
H (-6.12997, -3.34724, 7.88589)
H (-5.40718, -2.34084, 9.15327)
H (-5.15036, -5.38700, 8.89385)
H (-6.19930, -4.54513, 10.03287)
H (-4.19757, -5.27124, 11.20233)
H (-4.22280, -3.51078, 11.14357)

Results
- HOMO (eV) = -12.0
- charge = +1
- total energy (hartree) = -1863.611172
- LUMO level (hartree) = -0.0949
- Kohn-Sham gap (eV) = 9.4



Entry 2:
The following is a DFT calculation (ωB97M-V/def2-TZVPD) of a 4-piece molecular cluster, C29H55N2O6 overall in a non-equilibrium geometry.

Atoms and positions in Å:
C (5.71458, 1.03457, -1.12115)
C (4.59425, 1.21953, -2.25797)
C (5.38011, 1.82249, -3.55718)
C (3.57637, 2.37192, -1.78581)
C (2.07031, 1.82145, -1.45008)
C (1.30329, 1.76431, -2.85810)
C (-0.30277, 1.71514, -2.77321)
C (-0.89780, 0.72550, -1.67765)
O (-1.07433, 1.04176, -0.47849)
O (-1.28199, -0.59823, -2.10945)
C (1.46290, 2.92723, -0.43096)
C (0.82024, 4.25067, -0.98698)
C (0.24092, 5.24542, 0.06519)
C (0.36492, 4.83546, 1.55034)
N (0.97890, 3.66916, 2.08942)
C (1.49556, 2.77494, 1.10727)
C (2.29149, 0.38042, -0.74710)
C (3.05796, -0.66119, -1.70313)
C (3.82934, -1.69914, -0.71020)
C (1.91012, -1.57418, -2.42544)
N (3.94918, -0.04138, -2.72463)
O (4.81662, -0.89884, -3.21102)
H (6.21897, -0.00266, -1.17677)
H (6.53522, 1.81735, -1.30159)
H (5.28473, 1.16303, -0.07258)
H (6.34546, 1.22153, -3.70737)
H (4.74125, 1.64253, -4.50129)
H (5.61455, 2.93503, -3.40195)
H (4.04219, 2.84464, -0.83942)
H (3.56350, 3.18883, -2.59213)
H (1.56460, 2.74839, -3.40892)
H (1.68883, 0.92874, -3.54279)
H (-0.66695, 1.31525, -3.79703)
H (-0.71467, 2.77987, -2.70197)
H (-1.04190, -1.14757, -1.31739)
H (0.73690, 4.50025, -2.09196)
H (-0.27873, 6.21988, -0.19779)
H (-0.09743, 5.56664, 2.31279)
H (2.00063, 1.81947, 1.50650)
H (3.00233, 0.58122, 0.14571)
H (1.33482, -0.04462, -0.26952)
H (4.32486, -2.54334, -1.29793)
H (4.51839, -1.16473, 0.02301)
H (2.98130, -2.19570, -0.09810)
H (1.00808, -1.73719, -1.75046)
H (1.66277, -1.22476, -3.48082)
H (2.40289, -2.61502, -2.54689)
C (0.39619, 10.39514, 2.37900)
C (-0.75589, 9.48128, 2.75865)
O (-0.34108, 8.18769, 3.17499)
C (0.49527, 8.12887, 4.32317)
C (-0.15420, 8.69107, 5.57592)
H (1.03228, 9.92143, 1.62586)
H (0.01855, 11.33860, 1.97687)
H (1.02741, 10.62795, 3.23969)
H (-1.39008, 9.33389, 1.88064)
H (-1.38844, 9.94231, 3.52408)
H (1.45336, 8.61909, 4.12096)
H (0.71790, 7.07150, 4.48768)
H (-0.33745, 9.76413, 5.48795)
H (0.49206, 8.53237, 6.44329)
H (-1.11725, 8.20777, 5.76096)
C (-2.96928, -3.52516, -2.87745)
C (-3.85477, -4.75153, -2.74279)
O (-3.59845, -5.51126, -1.56947)
C (-3.79524, -4.84569, -0.32956)
C (-5.22234, -4.37105, -0.11677)
H (-1.91324, -3.80211, -2.80769)
H (-3.14063, -3.03384, -3.83832)
H (-3.16809, -2.79519, -2.08935)
H (-3.66327, -5.41672, -3.58864)
H (-4.91405, -4.47988, -2.79583)
H (-3.08397, -4.01949, -0.22425)
H (-3.54670, -5.56847, 0.45156)
H (-5.49997, -3.59531, -0.83348)
H (-5.33931, -3.95542, 0.88769)
H (-5.92631, -5.19873, -0.23997)
C (-4.48318, -8.44683, 0.80825)
C (-4.10424, -7.82535, 2.14119)
O (-4.21151, -8.72230, 3.23777)
C (-3.39065, -9.88092, 3.18899)
C (-1.90412, -9.57012, 3.15377)
H (-5.48106, -8.89175, 0.85951)
H (-4.47564, -7.69132, 0.01816)
H (-3.78750, -9.23823, 0.51985)
H (-4.79013, -6.99975, 2.34957)
H (-3.09941, -7.39138, 2.10263)
H (-3.68100, -10.51726, 2.34627)
H (-3.60882, -10.45060, 4.09577)
H (-1.62147, -9.05728, 2.23189)
H (-1.32096, -10.49291, 3.21519)
H (-1.62607, -8.92137, 3.98874)

Results
- <S²> = 0.7542
- HOMO (alpha / beta) (eV) = -8.7 / -8.7
- charge = 0
- spin multiplicity = 2
- total energy (hartree) = -1698.613172
- LUMO level (alpha / beta) (hartree) = 0.0160 / -0.0116
- Kohn-Sham gap (alpha / beta) (eV) = 9.2 / 8.4



Entry 3:
The following is a DFT calculation (ωB97M-V/def2-TZVPD) of a 7-piece molecular cluster, C29H55NO10 overall in a non-equilibrium geometry.

Atoms and positions in Å:
C (-7.84645, -5.93038, 18.99042)
N (-7.16570, -5.09649, 17.96796)
O (-7.68611, -4.99020, 16.88580)
O (-6.10296, -4.61455, 18.28064)
H (-8.14700, -6.84854, 18.50095)
H (-8.68838, -5.32843, 19.33282)
H (-7.15999, -6.08540, 19.81334)
C (-11.01817, -4.71171, 16.96083)
O (-12.17905, -4.41495, 16.24371)
C (-11.93525, -4.26165, 14.85817)
C (-13.07458, -3.57289, 14.16903)
O (-13.20437, -2.25359, 14.67821)
C (-14.37193, -1.66244, 14.16684)
H (-10.75207, -5.76951, 16.77402)
H (-11.18961, -4.73096, 18.03703)
H (-10.14173, -4.12427, 16.68155)
H (-11.83455, -5.27413, 14.44081)
H (-10.98126, -3.73745, 14.74048)
H (-14.01118, -4.12840, 14.25982)
H (-12.83560, -3.53654, 13.09948)
H (-14.26565, -1.36154, 13.12214)
H (-14.61833, -0.77992, 14.76263)
H (-15.27229, -2.27589, 14.28717)
C (-10.22206, -3.25319, 21.33345)
O (-10.72514, -4.12155, 22.31778)
C (-10.34467, -3.74061, 23.61420)
C (-10.87690, -4.78234, 24.60100)
O (-10.66499, -4.48403, 25.94403)
C (-11.52158, -3.45454, 26.40987)
H (-9.14870, -3.35243, 21.15513)
H (-10.46300, -2.20135, 21.52416)
H (-10.79257, -3.48634, 20.43286)
H (-10.72324, -2.74055, 23.85712)
H (-9.25430, -3.72770, 23.71713)
H (-10.35314, -5.69216, 24.28762)
H (-11.91763, -5.07160, 24.40020)
H (-11.66730, -3.45730, 27.48632)
H (-12.49313, -3.45332, 25.90754)
H (-11.04416, -2.49937, 26.15224)
C (-6.56233, -9.55091, 21.28477)
O (-5.80736, -8.40743, 21.03053)
C (-4.66572, -8.63024, 20.20845)
C (-4.92840, -9.06303, 18.78358)
O (-5.81762, -8.17141, 18.19538)
C (-5.94589, -8.31814, 16.80391)
H (-5.98863, -10.38239, 21.71526)
H (-7.09098, -9.89824, 20.38453)
H (-7.36740, -9.34003, 21.99279)
H (-4.00224, -9.28419, 20.78821)
H (-4.15990, -7.65983, 20.20927)
H (-5.22427, -10.12177, 18.80533)
H (-3.95561, -9.00734, 18.27447)
H (-6.77642, -7.74028, 16.40371)
H (-6.08830, -9.37305, 16.54393)
H (-5.04362, -7.98420, 16.27663)
C (-12.22646, -0.31295, 17.01110)
O (-10.90251, -0.37534, 17.45829)
C (-10.32047, -1.60124, 17.13320)
C (-8.85244, -1.70381, 17.46464)
O (-8.65125, -1.85241, 18.86361)
C (-7.29793, -1.95631, 19.17869)
H (-12.64217, 0.68129, 17.17879)
H (-12.87774, -1.06353, 17.46392)
H (-12.27605, -0.41512, 15.92240)
H (-10.42975, -1.80030, 16.05717)
H (-10.84041, -2.42893, 17.63250)
H (-8.32460, -0.81376, 17.10234)
H (-8.42393, -2.60800, 17.01320)
H (-7.11950, -1.91764, 20.25120)
H (-6.67181, -1.15632, 18.75478)
H (-6.86172, -2.88030, 18.77180)
C (-3.20054, -5.50341, 16.60822)
C (-2.34755, -5.78853, 15.54595)
C (-1.16151, -6.45332, 15.76602)
C (-0.83911, -6.91433, 17.05242)
C (-1.69272, -6.64954, 18.09727)
C (-2.88393, -5.91823, 17.89397)
H (-4.10911, -4.93802, 16.44077)
H (-2.62636, -5.47705, 14.54691)
H (-0.50443, -6.73356, 14.95273)
H (0.11215, -7.42339, 17.13617)
H (-1.48274, -6.85732, 19.14035)
H (-3.54248, -5.79629, 18.74162)
C (-6.61731, -3.74773, 24.98172)
C (-6.26490, -3.99273, 23.66217)
C (-6.61037, -5.21006, 23.07306)
C (-7.37600, -6.14591, 23.76908)
C (-7.66676, -5.89397, 25.10058)
C (-7.27529, -4.72068, 25.71637)
H (-6.43359, -2.77021, 25.41272)
H (-5.71206, -3.31655, 23.02325)
H (-6.22769, -5.42144, 22.08165)
H (-7.70546, -7.05929, 23.29316)
H (-8.14494, -6.63989, 25.72627)
H (-7.49485, -4.51965, 26.75613)

Results
- HOMO (eV) = -9.2
- charge = 0
- SMILES = C[N+](=O)[O-].c1ccccc1.c1ccccc1.COCCOC.COCCOC.COCCOC.COCCOC
- total energy (hartree) = -1944.839372
- LUMO level (hartree) = 0.0122
- Kohn-Sham gap (eV) = 9.5



Entry 4:
The following is a DFT calculation (ωB97M-V/def2-TZVPD) of a 6-piece molecular cluster, C29H56B2F2N6O8Si overall in a non-equilibrium geometry.

Atoms and positions in Å:
C (3.22875, -2.57278, 0.76930)
C (3.15602, -1.04828, 1.16167)
O (3.63511, -0.16486, 0.09916)
B (2.78875, 0.97752, 0.11663)
O (2.77250, 1.89959, 1.18757)
B (1.70940, 1.26194, -1.15893)
N (1.79870, 2.52283, -1.96800)
C (0.79545, 3.23261, -1.79800)
O (-0.28353, 3.65686, -1.93595)
C (0.62633, 0.10076, -1.47680)
F (-0.21900, 0.45148, -2.58112)
F (1.21979, -1.13243, -1.86325)
C (-0.35787, -0.20885, -0.28151)
C (-0.74957, 1.06095, 0.57600)
Si (-2.26859, 0.62562, 1.69308)
C (-2.91070, 2.10829, 2.69937)
C (-1.62054, -0.73678, 2.89104)
C (-3.60925, -0.11578, 0.53765)
C (-3.87501, 0.60140, -0.72000)
C (-4.87751, 0.08256, -1.69192)
C (-5.56865, -1.16934, -1.30255)
C (-5.29171, -1.90558, -0.05266)
C (-4.30360, -1.36976, 0.90628)
H (2.23870, -3.03228, 0.50781)
H (3.62804, -3.13118, 1.65832)
H (3.93713, -2.67705, -0.09429)
H (2.07295, -0.77104, 1.35279)
H (3.70015, -0.85041, 2.12860)
H (2.21509, 2.65459, 0.91544)
H (-1.25423, -0.71662, -0.75614)
H (0.05978, -0.98409, 0.43261)
H (0.11730, 1.34173, 1.25715)
H (-1.00508, 1.97704, -0.02959)
H (-3.94585, 1.87719, 3.09980)
H (-2.21487, 2.33302, 3.56250)
H (-3.02916, 3.06302, 2.10598)
H (-1.37590, -1.68949, 2.33051)
H (-2.40202, -1.03830, 3.65481)
H (-0.74224, -0.38092, 3.51318)
H (-3.34440, 1.54176, -1.03280)
H (-5.10939, 0.61501, -2.65302)
H (-6.32010, -1.56987, -2.02379)
H (-5.82281, -2.86097, 0.20294)
H (-4.02165, -1.85889, 1.87189)
C (-1.96787, -0.12992, 6.08751)
O (-2.38962, 0.75280, 5.36415)
N (-1.15793, 0.05696, 7.15757)
C (-0.69450, -1.04678, 7.97435)
C (-0.74206, 1.40567, 7.49531)
H (-2.22346, -1.18920, 5.91878)
H (-1.03284, -0.89850, 9.00265)
H (0.39741, -1.07628, 7.95109)
H (-1.08461, -1.99454, 7.60375)
H (-1.62549, 2.01560, 7.69495)
H (-0.20370, 1.83891, 6.64964)
H (-0.09763, 1.39631, 8.37349)
C (-7.97399, -4.70037, -1.57765)
O (-8.08518, -3.49214, -1.49758)
N (-8.32514, -5.58299, -0.60981)
C (-8.16301, -7.01321, -0.77651)
C (-8.88113, -5.07754, 0.63211)
H (-7.56320, -5.18615, -2.47827)
H (-9.13862, -7.49728, -0.68882)
H (-7.49754, -7.39194, 0.00290)
H (-7.73677, -7.24442, -1.75258)
H (-9.79021, -4.51265, 0.41613)
H (-8.15917, -4.40772, 1.10398)
H (-9.11304, -5.90007, 1.30756)
C (5.01042, -2.60344, 5.12092)
O (3.91759, -2.62264, 4.58740)
N (5.57127, -1.52089, 5.71384)
C (6.88143, -1.57323, 6.33088)
C (4.83496, -0.27012, 5.73042)
H (5.65058, -3.50027, 5.16293)
H (6.79007, -1.31594, 7.38884)
H (7.53926, -0.85424, 5.83706)
H (7.31264, -2.57028, 6.24243)
H (3.88404, -0.41888, 6.24656)
H (4.62896, 0.04052, 4.70396)
H (5.41004, 0.50310, 6.23823)
C (0.54322, 1.24729, -7.53013)
O (0.07408, 0.13022, -7.44105)
N (0.85943, 2.05015, -6.48308)
C (1.41679, 3.37311, -6.67030)
C (0.63213, 1.56794, -5.13130)
H (0.75538, 1.71008, -8.50922)
H (2.39544, 3.41950, -6.18495)
H (0.74878, 4.10914, -6.21615)
H (1.53269, 3.60190, -7.73003)
H (1.20755, 0.65374, -4.97341)
H (-0.42700, 1.33875, -5.00528)
H (0.93296, 2.31981, -4.40411)
C (6.39589, 5.66013, -8.74678)
O (6.27894, 6.86539, -8.64658)
N (6.04164, 4.75814, -7.79684)
C (6.21110, 3.33157, -7.98762)
C (5.47498, 5.23877, -6.55053)
H (6.81517, 5.19188, -9.65306)
H (5.23692, 2.84164, -7.91543)
H (6.87269, 2.94180, -7.21035)
H (6.64515, 3.11944, -8.96459)
H (4.56532, 5.80342, -6.76634)
H (6.19130, 5.90313, -6.06291)
H (5.24087, 4.40465, -5.88982)

Results
- HOMO (eV) = -8.6
- charge = 0
- SMILES = CCOB(O)B(N=C=O)C(F)(F)CC[Si](C)(C)c1ccccc1.CN(C)C=O.CN(C)C=O.CN(C)C=O.CN(C)C=O.CN(C)C=O
- total energy (hartree) = -2608.034688
- LUMO level (hartree) = -0.0083
- Kohn-Sham gap (eV) = 8.3



The lowest total energy belongs to which entry?
C29H56B2F2N6O8Si



Among the records above, which one has the highest charge?
C29H55FIN6